Formula: C19H51NO6
Source: the Open Molecules 2025 dataset
Level of theory: the ωB97M-V functional and the def2-TZVPD basis

As for the energy: -34285.5409 eV. The calculation puts the LUMO energy at 0.0246 Eh. The value obtained for the gap between HOMO and LUMO is 7.327 eV. Its energy above the lowest of the compared OMol25 structures with the same formula, charge and spin is 17.957 eV.

Geometry as ORCA input:
```
! RIJCOSX wB97M-V def2-TZVPD def2/J DEFGRID3
* xyz 0 1
H -2.5148 0.0548 -0.3211
H -1.4859 1.2299 -1.3402
H -1.0469 -1.7549 0.8422
C -0.7791 -0.2317 -3.4510
H 3.2869 -2.3983 -1.9095
H 3.1656 3.7658 -2.4301
H 1.1734 2.9013 -3.8486
O 3.0981 1.6951 -2.1266
C 2.9158 -2.5342 0.3097
C 1.1613 3.0870 -2.7746
H -0.1886 1.7690 -0.2888
H -2.4870 2.3368 1.6726
H -4.8750 0.3329 -0.4672
H 2.6906 0.9958 -1.6104
N -1.2912 -1.3870 4.0777
C -0.5466 -0.7987 0.6890
C -1.5008 -1.6273 -3.5301
H 0.3836 2.4934 -2.2940
H -4.4890 0.2623 1.2493
H -1.5109 -1.6270 5.0339
H 0.1824 0.1182 5.7753
H 0.9306 0.1358 2.2314
H -0.9753 0.3504 -2.5506
H -4.7280 1.8139 0.6374
H 2.1942 -1.7227 0.4037
H -3.2364 -1.1458 -4.7090
H 2.5981 -3.3362 0.9760
C -0.1847 -0.4614 -0.7283
H 1.2971 -4.5385 -1.2515
H 4.5504 -4.1356 -1.1069
H -3.5049 -2.4649 -3.5802
H 2.0179 4.3230 -0.3973
C 2.5150 3.0040 -2.0007
C 2.3658 3.2968 -0.5160
C -2.9442 -1.5435 -3.7371
H -0.8186 -0.9618 -1.4604
H -1.1202 1.7896 1.0134
C -2.1005 1.3957 1.2814
H 0.2802 -0.4614 -3.5661
H 3.1732 3.0412 0.1703
O 1.1861 -0.7625 -0.7779
H 0.7690 -1.4996 4.3393
H 0.1708 -1.4438 1.8571
C 0.2707 0.5206 4.7662
O 3.6119 -4.2855 -1.2421
C 0.0730 -0.5117 2.4138
H -0.4121 -2.9659 -2.7748
H -2.0096 -0.7348 3.7972
H 0.7108 -2.9051 -0.9355
C -2.9477 1.0031 -0.0027
C 0.0225 -0.7876 3.9871
H 1.0282 -3.2035 -2.5332
H 0.0630 1.3088 -2.0014
H 1.3704 -1.5326 -1.3206
H -1.0764 -2.0457 -4.4428
O -1.1875 -2.4832 -2.4793
H 0.2948 -0.6728 1.3703
H -2.1384 0.6455 2.0713
H -3.2309 -0.7493 -3.0477
H 1.6189 2.6040 -0.1286
H 1.8059 1.7293 6.4611
C -0.4444 1.0542 -1.0709
H 2.6257 2.7435 5.2292
O 1.5179 1.0294 4.5012
C -4.3416 0.8400 0.3368
O -2.8833 2.0315 -0.8674
H -1.9999 1.9990 -1.2417
H 0.8090 4.0933 -3.0011
H -0.5741 1.1503 4.4872
C 1.3933 -3.4941 -1.5482
C 1.7511 2.1313 5.4494
H 3.8001 -2.0267 0.6951
H -0.9898 0.4771 -4.2519
H -0.8333 0.0154 2.1154
H 0.9332 2.8517 5.4379
C 2.8591 -3.0648 -1.1605
H -1.2678 -0.1210 1.1458
*
```